# 1
48
Properties=species:S:1:pos:R:3:forces:R:3:mulliken_charge:R:1 method="wB97M-V/def2-TZVPD" multiplicity=1 charge=0 total_energy_ev=-80902.5204 molar_mass_g_mol=593.5
Sr -0.8668 -0.8829 -0.1003 0.0 0.0 0.3 1.544
C 2.8983 -1.5284 0.4172 0.0 0.0 0.0 -0.539
C 2.1394 -2.8382 0.3715 0.0 0.0 0.0 -0.822
O 0.8070 -2.7119 0.8273 0.0 0.0 0.0 0.030
C 0.5198 -2.9011 2.2052 0.0 0.1 0.0 -0.713
C 0.7754 -1.6502 3.0300 0.0 0.0 0.0 -0.575
O 0.1806 -0.5478 2.3665 0.0 0.0 0.0 0.067
C 0.6630 0.7144 2.7910 0.0 0.0 0.0 -0.716
C 0.1304 1.7679 1.8346 0.0 0.0 0.0 -0.799
O 0.2965 1.3872 0.4801 0.0 0.0 -0.1 0.596
C 1.4755 1.7651 -0.2097 0.0 0.0 0.0 -0.705
C 2.6020 0.7803 0.0262 0.0 0.0 0.0 -0.645
O 2.0937 -0.5280 -0.1761 0.0 0.0 0.0 -0.030
H 3.8457 -1.6443 -0.1239 0.0 0.0 0.0 0.432
H 3.1362 -1.2403 1.4477 0.0 0.0 0.0 0.284
H 2.6777 -3.5989 0.9461 0.0 0.0 0.0 0.366
H 2.0648 -3.1771 -0.6629 0.0 0.0 0.0 0.345
H 1.0980 -3.7351 2.6150 0.0 0.0 0.0 0.410
H -0.5410 -3.1458 2.2335 0.0 0.0 0.0 0.035
H 1.8483 -1.4623 3.1517 0.0 0.0 0.0 0.355
H 0.3423 -1.7831 4.0278 0.0 0.0 0.0 0.461
H 1.7593 0.6983 2.8003 0.0 0.0 0.0 0.307
H 0.3220 0.9403 3.8079 0.0 0.0 0.0 0.470
H 0.6100 2.7307 2.0315 0.0 0.0 0.0 0.369
H -0.9450 1.8893 1.9734 0.0 0.0 0.0 0.301
H 1.7852 2.7746 0.0753 0.0 0.0 0.0 0.348
H 1.2002 1.7810 -1.2640 0.0 0.0 0.0 0.062
H 2.9891 0.8654 1.0479 0.0 0.0 0.0 0.321
H 3.4284 0.9900 -0.6625 0.0 0.0 0.0 0.511
F 1.1421 1.0792 -3.6950 0.0 0.0 0.0 -0.202
C -0.0047 1.0141 -4.3804 -0.1 0.1 0.0 0.575
F 0.0879 0.0297 -5.2680 0.0 0.0 0.0 -0.206
F -0.1880 2.1608 -5.0198 0.0 0.0 0.0 -0.221
S -1.4087 0.6489 -3.2458 0.2 0.2 0.0 1.055
O -0.9781 -0.5853 -2.6060 -0.1 0.0 0.1 -0.813
O -2.5940 0.6020 -4.0348 0.0 0.0 -0.1 -0.589
N -1.2434 1.9101 -2.3116 -0.2 0.0 0.0 -0.369
S -2.1795 2.3023 -1.1043 0.1 -0.2 0.0 1.074
O -1.6670 3.4755 -0.4717 0.0 0.0 0.0 -0.676
O -2.5304 1.1624 -0.2669 0.1 0.0 -0.2 -0.763
C -3.8074 2.8145 -1.8248 0.0 0.0 0.0 0.447
F -4.5055 1.7587 -2.2177 0.0 0.0 0.0 -0.178
F -4.4941 3.4582 -0.8829 0.0 0.0 0.0 -0.202
F -3.6167 3.6281 -2.8571 0.0 0.0 0.0 -0.221
Cl -2.1019 -3.4203 -0.5093 -0.1 -0.2 -0.1 -0.251
C -2.7195 -2.4003 0.9589 0.1 0.1 0.0 -1.019
H -2.7722 -3.1416 1.7613 0.0 0.0 0.0 0.223
H -3.7553 -2.2060 0.6680 0.0 0.0 0.0 0.263

# 2
41
Properties=species:S:1:pos:R:3:forces:R:3:mulliken_charge:R:1 method="wB97M-V/def2-TZVPD" multiplicity=1 charge=0 total_energy_ev=-45524.0066 molar_mass_g_mol=366.2
C -1.4811 1.1183 3.9316 0.1 -0.1 -0.1 -0.881
C -2.3558 -0.0983 3.7348 -0.1 1.0 -0.2 0.701
O -2.0322 -1.1969 4.0391 0.2 -0.8 0.3 -0.506
O -3.6008 0.1530 3.2211 0.0 -0.3 -0.2 -0.393
C -3.6269 0.5588 1.8448 0.1 0.2 0.1 -0.594
C -3.1163 -0.5271 0.9027 0.0 -0.1 0.0 -0.771
C -1.5889 -0.5236 0.7002 0.0 0.0 0.1 0.075
C -1.1800 -0.4414 -0.7643 -0.1 0.0 0.0 -0.983
O 0.0821 0.2766 -0.9036 0.0 0.1 -0.1 -0.030
P -0.0065 1.7983 -1.2537 0.4 -0.1 0.3 0.825
O -1.0028 2.6147 -0.5772 -0.1 0.0 -0.1 -0.715
O 1.5172 2.2019 -1.0965 -0.2 -0.1 -0.1 -0.454
O -0.2167 1.7274 -2.8746 -0.2 0.1 -0.2 -0.362
C -0.6566 2.7901 -3.5995 0.0 -0.1 -0.1 0.864
F -0.4832 2.5119 -4.8975 -0.1 0.2 0.6 -0.250
F 0.0632 3.8903 -3.3014 -0.1 0.0 -0.1 -0.267
F -1.9395 3.0631 -3.3773 0.3 -0.1 -0.2 -0.225
H -0.5726 1.0008 3.3380 0.0 0.0 0.1 0.249
H -1.9820 2.0442 3.6606 0.0 0.0 0.0 0.310
H -1.1762 1.1470 4.9775 0.0 0.0 0.0 0.340
H -3.0444 1.4801 1.7157 -0.1 0.0 0.0 0.313
H -4.6699 0.7932 1.6445 0.0 -0.1 0.0 0.355
H -3.4444 -1.4931 1.2907 -0.1 0.0 0.0 0.315
H -3.6200 -0.3814 -0.0580 0.0 0.0 0.0 0.502
H -1.1357 -1.3999 1.1653 0.0 0.1 0.0 0.505
H -1.1517 0.3492 1.1927 -0.1 0.0 -0.1 -0.034
H -1.9476 0.0706 -1.3510 0.1 0.0 0.0 0.386
H -0.9969 -1.4140 -1.2178 0.0 0.0 0.1 0.338
H 1.7748 2.9356 -1.6682 0.0 0.1 0.1 0.377
O 3.0953 -3.8165 1.0284 0.0 0.0 0.0 -0.575
C 3.2933 -2.9620 0.2179 0.0 0.0 0.0 0.503
O 3.1744 -1.6435 0.5093 0.0 0.0 0.0 -0.395
C 3.3734 -0.8457 -0.6701 0.0 0.0 -0.1 0.075
C 4.1846 -1.7259 -1.6174 0.0 -0.1 0.1 -0.529
C 3.6888 -3.1189 -1.2403 0.1 0.1 0.0 -0.419
H 2.3950 -0.5906 -1.0766 0.0 0.0 0.0 -0.148
H 3.8820 0.0688 -0.3750 0.0 0.0 0.0 0.329
H 4.0349 -1.4652 -2.6631 0.0 0.0 0.0 0.328
H 5.2479 -1.6358 -1.3914 0.0 0.0 0.0 0.277
H 2.7948 -3.4049 -1.7985 0.0 0.0 0.0 0.236
H 4.4272 -3.9092 -1.3420 0.0 0.0 0.0 0.324

# 3
32
Properties=species:S:1:pos:R:3:forces:R:3:mulliken_charge:R:1 method="wB97M-V/def2-TZVPD" multiplicity=1 charge=0 total_energy_ev=-16726.1577 molar_mass_g_mol=194.3
C -3.3519 -1.8033 0.6475 -0.7 -1.2 0.7 -0.694
C -1.8557 -0.1774 -0.1001 0.3 0.6 -0.1 0.576
C -2.2683 2.0118 0.2017 -1.0 -1.0 0.3 -0.577
C -1.0252 2.3186 -0.2322 0.7 0.0 -0.8 -0.283
C -0.5731 0.1107 -0.5987 1.0 0.9 -0.8 0.653
C 0.3324 -1.0106 -1.0350 -0.4 -0.6 0.3 -0.660
C 1.7500 -0.6727 -1.5324 -0.4 1.7 1.3 -0.818
C 2.8526 -1.0624 -0.5565 1.0 -0.7 0.7 -1.354
C 3.0037 -0.2662 0.7584 0.5 0.6 0.1 1.065
C 1.9680 -0.4849 1.8414 -1.5 -0.4 -0.1 -1.534
C 3.0756 1.2444 0.4787 0.4 -0.4 -0.1 -1.577
H -3.3220 -2.9146 0.8545 0.3 1.3 -0.3 0.231
H -3.4154 -1.2568 1.6104 -0.1 -0.3 -0.6 0.336
H -4.2842 -1.6502 0.0511 1.0 0.4 0.2 0.283
H -2.9886 2.7432 0.5177 0.0 0.3 0.1 0.406
H -0.5924 3.3049 -0.2814 -0.4 0.3 0.1 0.432
H -0.2520 -1.6053 -1.7567 0.3 0.2 -0.1 0.558
H 0.3681 -1.7063 -0.1787 0.2 0.2 -0.2 0.340
H 1.8458 0.4219 -1.7038 -0.3 -0.6 0.1 0.384
H 1.8695 -1.0993 -2.4865 0.5 -0.8 -1.1 0.429
H 3.8712 -0.9646 -0.9718 -0.5 0.1 -0.6 0.465
H 2.8198 -2.1314 -0.2870 -0.3 0.1 -0.1 0.370
H 3.9882 -0.5843 1.2099 -0.8 0.3 -0.5 0.304
H 2.2071 -0.0265 2.7998 0.3 0.0 -0.1 0.441
H 1.7545 -1.5335 2.0052 0.4 -0.5 0.2 0.368
H 0.9563 -0.1264 1.5798 0.5 0.4 -0.1 0.194
H 2.1721 1.6517 0.0587 -0.5 -0.1 -0.2 0.239
H 3.8801 1.5232 -0.2001 0.2 -0.1 0.0 0.340
H 3.2211 1.7397 1.4151 0.3 0.5 0.6 0.494
N -2.7227 0.7173 0.2414 0.1 1.5 0.2 -0.643
N -0.2099 1.3679 -0.7300 0.3 -0.7 0.6 -0.422
O -2.1274 -1.4537 -0.0065 -1.1 -2.0 0.2 -0.346

# 4
38
Properties=species:S:1:pos:R:3:forces:R:3:mulliken_charge:R:1 method="wB97M-V/def2-TZVPD" multiplicity=1 charge=0 total_energy_ev=-36676.8108 molar_mass_g_mol=302.4
O 3.0638 -0.3239 3.6950 1.1 1.9 -3.4 -0.472
C 3.4352 0.3173 2.7027 -0.5 -1.2 2.0 0.232
O 3.8480 -0.2914 1.4896 -1.9 0.9 1.3 -0.367
C 2.7177 -0.3860 0.5536 0.4 -0.7 -1.8 0.072
C 2.6068 0.8718 -0.4162 0.8 0.4 0.5 -0.684
C 1.8214 2.1376 0.1721 -0.7 -0.2 -0.6 -0.863
C 0.6364 1.8131 1.1948 -0.4 0.6 0.2 -0.710
C -0.7319 1.3106 0.5270 0.4 0.1 -1.0 0.060
C -0.7152 0.5449 -0.8721 -3.3 2.0 -0.9 -0.583
N -1.0909 -0.9102 -0.6255 3.9 -0.7 3.9 -0.173
C -1.0084 -1.0391 0.8469 -1.4 3.5 -1.6 -0.016
N -0.6331 -2.1121 1.5589 -1.8 2.9 -0.5 0.269
N -0.3088 -3.2898 0.8605 5.2 0.1 1.1 -0.561
C 1.0082 -3.4120 0.9701 0.1 -3.2 -1.5 0.488
S 2.5229 -4.0577 0.8511 -4.4 2.2 0.6 -0.049
N -1.4188 0.2554 1.3579 2.0 -2.1 0.1 -0.354
H 3.4930 1.4682 2.7324 0.1 -1.6 -0.3 0.315
H 2.9821 -1.2857 -0.1149 -0.3 1.4 1.1 0.297
H 1.7570 -0.6731 1.0909 1.2 0.6 -0.5 0.011
H 3.6880 1.2254 -0.6043 -1.6 -0.7 0.2 0.397
H 2.2154 0.5512 -1.4392 0.3 0.3 1.5 0.335
H 2.5315 2.8855 0.6479 -0.8 -1.1 -0.5 0.412
H 1.3486 2.6737 -0.7325 0.7 -0.6 1.4 0.340
H 0.3915 2.8055 1.7282 0.4 -1.5 -0.7 0.311
H 0.9017 1.0737 2.0231 0.0 0.9 -1.1 0.352
H -1.3923 2.2229 0.3872 0.6 -1.3 0.4 0.415
H 0.0969 0.7679 -1.6298 -0.8 -0.8 1.3 0.195
H -1.6919 0.9266 -1.3614 1.6 -0.4 0.2 0.340
H -0.2389 -1.4319 -0.9052 -1.0 -0.4 -0.5 0.381
H -0.6376 -2.0202 2.5852 0.0 -0.6 -0.7 0.252
H -1.2506 0.4542 2.3530 -0.3 -0.6 -0.4 0.334
C -4.1798 -0.9608 -2.7253 0.0 -0.6 0.3 -0.568
C -4.4228 0.2687 -3.5962 -0.3 0.1 -0.4 0.485
O -5.2219 0.1104 -4.5455 0.4 0.4 0.3 -0.724
O -3.7806 1.2966 -3.2447 0.1 0.0 0.0 -0.703
H -4.7575 -1.8206 -3.0720 0.0 0.1 0.0 0.308
H -3.1175 -1.2224 -2.7509 0.0 0.0 0.1 0.065
H -4.4676 -0.7443 -1.6921 0.1 0.0 0.0 0.159

# 5
34
Properties=species:S:1:pos:R:3:forces:R:3:mulliken_charge:R:1 method="wB97M-V/def2-TZVPD" multiplicity=2 charge=+3 total_energy_ev=-40747.3100 molar_mass_g_mol=254.2
Ti 0.5339 -0.0952 -0.6581 -0.1 0.0 0.1 0.922
C -2.3039 -1.0353 -0.5779 0.0 -0.1 0.0 -0.995
C -1.5511 -1.6576 0.5822 0.0 0.0 0.0 -0.229
N -0.1519 -1.9565 0.1188 0.0 0.0 0.0 -0.381
C 0.7481 -2.4582 1.2102 0.1 0.0 0.0 -0.728
C 1.3472 -1.2753 1.9245 0.0 0.0 0.0 0.528
C 2.0112 -1.3371 3.1280 0.0 0.0 0.0 -1.014
C 2.5118 -0.1562 3.6729 0.0 0.0 0.0 -0.236
C 2.3093 1.0612 3.0252 0.0 0.0 0.0 -1.015
C 1.6378 1.0622 1.8244 0.0 0.0 0.0 0.532
C 1.3377 2.2909 1.0067 0.1 0.0 0.0 -0.730
N 0.3279 1.9341 -0.0448 0.0 0.0 0.0 -0.381
C -1.0951 2.0204 0.4339 0.0 0.0 0.0 -0.227
C -1.9930 1.5064 -0.6752 0.0 0.0 0.0 -0.992
N -1.5381 0.1409 -1.1462 0.0 0.0 -0.1 -0.049
N 1.1991 -0.0958 1.2747 0.0 0.0 -0.1 0.322
H -3.3044 -0.7224 -0.2806 0.0 0.0 0.0 0.361
H -2.4140 -1.7643 -1.3828 0.0 0.0 0.0 0.455
H -2.0365 -2.5782 0.9099 0.0 0.0 0.0 0.533
H -1.4849 -0.9860 1.4397 0.0 0.0 0.0 0.245
H -0.2166 -2.7014 -0.5815 0.0 0.0 0.0 0.395
H 1.5325 -3.0695 0.7583 0.0 0.0 0.0 0.429
H 0.1917 -3.0954 1.9000 0.0 0.0 0.0 0.480
H 2.1314 -2.2813 3.6438 0.0 0.0 0.0 0.520
H 3.0418 -0.1816 4.6174 0.0 0.0 0.0 0.485
H 2.6620 1.9874 3.4608 0.0 0.0 0.0 0.521
H 2.2419 2.6503 0.5101 0.0 0.0 0.0 0.427
H 0.9639 3.1016 1.6347 0.0 0.0 0.0 0.480
H 0.4347 2.6128 -0.8047 0.0 0.0 0.0 0.395
H -1.3396 3.0543 0.6824 0.0 0.0 0.0 0.533
H -1.1802 1.4244 1.3440 0.0 0.0 0.0 0.244
H -1.9402 2.1757 -1.5358 0.0 0.0 0.0 0.456
H -3.0340 1.4646 -0.3563 0.0 0.0 0.0 0.360
H -1.7257 0.1253 -2.1509 0.0 0.0 0.0 0.353

# 6
41
Properties=species:S:1:pos:R:3:forces:R:3:mulliken_charge:R:1 method="wB97M-V/def2-TZVPD" multiplicity=1 charge=-2 total_energy_ev=-75010.0403 molar_mass_g_mol=417.3
C -3.7787 -2.7307 1.1255 0.6 -0.2 0.1 -0.878
C -2.7928 -2.7538 2.2989 -0.4 -0.3 -0.2 -0.419
S -2.8849 -1.3456 3.4190 -0.4 0.0 0.2 -0.173
C -2.8085 0.1481 2.3707 0.7 0.2 0.3 -1.254
C -1.3971 0.5875 2.0393 0.2 -0.1 0.2 0.551
C -0.6056 0.9976 3.0486 -0.6 -0.2 -0.9 -0.852
N 0.7023 1.4166 2.8520 0.1 0.0 0.7 -0.015
C 1.2439 1.4385 1.5540 -0.1 0.1 -0.7 -0.748
P 2.9436 1.9963 1.4545 0.5 0.1 1.1 -0.051
C 3.8607 0.6564 0.5776 -0.5 0.2 -0.1 -1.110
C 3.0155 3.4832 0.3579 0.1 -0.4 0.1 -1.085
C 0.4821 1.0554 0.5154 0.5 0.3 0.4 -0.028
C -0.8704 0.5820 0.6592 0.2 0.1 -0.1 0.032
C -1.5915 0.2113 -0.4362 -0.5 -0.1 0.0 0.396
O -2.7006 -0.3370 -0.5284 -0.2 0.0 -0.2 -0.745
O -0.9353 0.5509 -1.6993 0.1 -0.7 0.2 -0.289
P -0.8934 -0.5964 -2.8108 -0.3 0.4 -1.4 0.399
S -1.5037 -0.0416 -4.5728 -0.1 0.0 0.1 -0.494
H -4.5749 -2.0297 1.3219 -0.3 0.1 -0.1 0.281
H -4.1824 -3.7207 0.9368 -0.2 -0.2 0.1 0.380
H -3.2588 -2.4352 0.2277 -0.1 0.4 -0.3 0.078
H -1.7787 -2.9278 1.9617 0.3 0.2 -0.2 0.351
H -3.0363 -3.6077 2.9251 0.0 0.0 0.4 0.350
H -3.4314 0.0663 1.4930 0.0 -0.3 -0.2 0.455
H -3.2501 0.9105 3.0051 -0.2 0.0 0.2 0.446
H -0.9863 0.9927 4.0546 0.1 0.1 0.3 0.366
H 1.2556 1.7234 3.6251 0.1 0.0 0.0 0.296
H 4.8568 0.5912 0.9949 0.3 0.1 -0.1 0.375
H 3.3406 -0.2640 0.8129 -0.1 -0.2 0.1 0.341
H 3.8780 0.7518 -0.5023 0.1 0.1 -0.2 0.318
H 3.3356 4.3163 0.9693 0.0 0.3 0.1 0.321
H 2.0639 3.7176 -0.1022 -0.1 -0.1 -0.2 0.361
H 3.7836 3.3362 -0.3933 0.0 0.0 -0.3 0.343
H 0.9324 1.1116 -0.4596 0.0 -0.1 -0.3 0.661
H -1.6391 -1.6865 -2.3585 0.1 0.0 0.4 -0.005
H 0.4252 -1.0662 -2.8861 0.0 0.1 0.3 0.027
O 2.0233 -0.2491 -6.7727 0.3 0.2 0.0 -0.497
P 2.5508 -1.0184 -5.5672 -0.1 0.0 0.1 0.959
O 3.9207 -1.5722 -5.9502 -0.1 -0.2 -0.2 -0.560
O 1.6619 -2.1949 -5.1792 0.2 -0.1 0.2 -0.470
O 2.6239 -0.0635 -4.3818 -0.2 0.0 0.0 -0.413

# 7
32
Properties=species:S:1:pos:R:3:forces:R:3:mulliken_charge:R:1 method="wB97M-V/def2-TZVPD" multiplicity=1 charge=0 total_energy_ev=-24520.7339 molar_mass_g_mol=211.2
C -5.3958 0.1173 0.5553 3.2 -2.0 -0.3 -0.752
C -4.8267 -0.4271 1.7231 1.4 0.5 -0.8 -0.251
C -4.6478 0.1502 -0.6446 0.7 -0.1 2.4 -0.473
C -3.4468 -0.7760 1.7341 -2.2 0.0 0.2 -0.683
C -3.2632 -0.0878 -0.6470 -1.9 0.5 1.0 0.846
C -2.8273 -0.5717 0.5572 2.2 -0.2 -0.5 0.078
C -2.4678 0.4778 -1.7541 1.6 -0.3 2.6 -1.411
C 1.9679 1.4074 1.4373 3.0 -1.9 3.8 -1.579
C 4.2966 1.1770 0.6007 -0.2 -3.9 1.5 -1.426
C 0.9896 -2.6736 -1.3233 -0.3 2.2 -1.9 -0.976
C 3.0014 0.3585 0.9154 -1.6 1.1 0.8 0.171
N 2.3315 -0.3334 -0.1828 -0.4 0.5 -2.1 -0.440
O 1.6414 -2.3821 1.1946 -0.6 0.1 0.6 -0.663
P 1.0679 -1.5008 0.1362 1.7 -0.1 -0.3 0.707
H -6.3478 0.4384 0.4521 -3.1 0.8 0.3 0.461
H -5.1956 -0.5677 2.7167 -1.4 0.3 0.1 0.328
H -5.0528 0.5146 -1.5355 -0.9 0.6 -1.2 0.432
H -3.1496 -1.1681 2.7083 0.9 0.0 -0.7 0.374
H -2.6421 0.0818 -2.6539 -0.9 -2.1 -3.5 0.480
H -2.5929 1.5024 -1.9395 -0.3 1.7 0.5 0.375
H -1.4429 0.2881 -1.5132 0.9 0.1 -0.1 0.218
H 2.2540 1.5991 2.5241 -0.1 0.6 -1.4 0.310
H 1.8820 2.2602 0.8712 0.3 2.2 -1.4 0.434
H 1.0229 1.0378 1.5602 -2.6 -1.4 0.0 0.613
H 5.1293 0.4549 0.6450 0.0 0.6 -0.4 0.325
H 4.4910 1.9705 1.2761 -0.2 0.6 0.8 0.401
H 4.1492 1.5368 -0.3393 0.1 1.2 -2.8 0.392
H 0.3484 -3.4613 -0.9329 0.7 -0.4 -0.2 0.287
H 0.5864 -2.3115 -2.3363 0.1 -0.1 1.7 0.313
H 2.0607 -2.7641 -1.5587 -0.3 -1.0 0.6 0.333
H 3.1286 -0.4970 1.5578 0.5 0.4 1.2 0.448
H 2.0426 0.4330 -0.7936 -0.3 -0.6 -0.5 0.331